{
  "formula": "C22H32Ge2HgNO3S",
  "method": "ωB97M-V/def2-TZVPD",
  "species": ["Hg", "C", "C", "Ge", "C", "C", "C", "C", "Ge", "C", "C", "C", "C", "C", "C", "C", "C", "C", "C", "H", "H", "H", "H", "H", "H", "H", "H", "H", "H", "H", "H", "H", "H", "H", "H", "H", "H", "H", "H", "H", "H", "H", "H", "H", "H", "N", "C", "C", "C", "C", "C", "C", "S", "O", "O", "O", "H", "H", "H", "H", "H", "H"],
  "positions_angstrom": [[0.49, 2.14, -0.57], [1.08, -0.91, -4.91], [1.42, 0.24, -3.97], [-0.11, 0.97, -2.98], [-1.57, 1.71, -4.08], [-2.22, 0.70, -5.02], [-0.91, -0.59, -2.11], [-1.08, -1.02, -0.85], [-0.55, 0.05, 0.71], [0.90, -0.56, 1.87], [0.58, -1.76, 2.76], [-2.02, 1.02, 1.58], [-2.91, 0.22, 2.54], [-1.72, -2.33, -0.54], [-2.01, -2.68, 0.78], [-2.62, -3.88, 1.11], [-2.95, -4.78, 0.11], [-2.66, -4.46, -1.21], [-2.05, -3.26, -1.53], [1.99, -1.29, -5.38], [0.40, -0.61, -5.71], [0.61, -1.74, -4.38], [1.88, 1.07, -4.53], [2.15, -0.08, -3.23], [-1.15, 2.55, -4.65], [-2.31, 2.13, -3.40], [-1.53, 0.33, -5.78], [-3.05, 1.17, -5.55], [-2.62, -0.16, -4.48], [-1.28, -1.25, -2.89], [1.17, 0.30, 2.48], [1.76, -0.78, 1.23], [-0.32, -1.60, 3.36], [1.41, -1.89, 3.45], [0.45, -2.68, 2.18], [-2.62, 1.48, 0.79], [-1.52, 1.83, 2.13], [-3.45, -0.57, 2.02], [-3.64, 0.88, 3.00], [-2.32, -0.23, 3.34], [-1.75, -2.01, 1.59], [-2.83, -4.11, 2.15], [-3.43, -5.72, 0.36], [-2.90, -5.17, -2.00], [-1.83, -3.06, -2.57], [1.38, 4.31, 0.59], [2.09, 3.46, 1.51], [3.12, 2.67, 1.03], [3.75, 1.77, 1.88], [3.34, 1.65, 3.20], [2.31, 2.45, 3.67], [1.68, 3.36, 2.83], [4.01, 0.37, 4.26], [5.04, -0.25, 3.45], [4.47, 1.07, 5.44], [2.83, -0.47, 4.48], [0.78, 4.98, 1.05], [1.99, 4.78, -0.05], [3.44, 2.77, 0.00], [4.56, 1.13, 1.54], [1.99, 2.34, 4.70], [0.87, 3.98, 3.20]],
  "lowdin_charge": [0.8500, -0.1633, -0.3861, 0.8157, -0.3858, -0.1647, -0.2842, -0.3415, 0.8782, -0.3476, -0.1502, -0.3777, -0.1641, -0.2283, -0.0754, -0.0611, -0.0795, -0.0741, -0.0357, 0.0729, 0.0502, 0.0621, 0.0537, 0.0561, 0.0533, 0.0533, 0.0509, 0.0719, 0.0614, 0.0338, 0.0385, 0.0743, 0.0623, 0.0561, 0.0666, 0.0545, 0.0473, 0.0600, 0.0716, 0.0649, 0.0529, 0.1113, 0.1049, 0.1054, 0.0991, 0.0135, -0.4121, -0.0939, -0.0500, -0.2684, -0.0514, -0.0449, 0.4080, -0.3528, -0.3378, -0.3562, 0.0898, 0.0900, 0.1019, 0.1140, 0.1258, 0.1105],
  "spin_multiplicity": 2,
  "s2": 0.761,
  "fmax_ev_per_a": 0.68,
  "homo_energy_ev": [-7.812, -7.843],
  "total_energy_ev": -159004.993
}


{
  "formula": "C40H38BBrF20N7O4",
  "method": "ωB97M-V/def2-TZVPD",
  "species": ["C", "C", "C", "F", "C", "N", "C", "O", "C", "F", "F", "C", "F", "F", "C", "F", "F", "C", "O", "O", "C", "N", "B", "C", "O", "N", "C", "Br", "C", "C", "C", "F", "F", "C", "F", "F", "C", "F", "F", "C", "F", "F", "C", "F", "F", "C", "F", "F", "F", "H", "H", "H", "H", "H", "H", "H", "H", "H", "H", "H", "H", "H", "H", "H", "H", "H", "H", "N", "C", "C", "C", "C", "C", "H", "H", "H", "H", "H", "N", "C", "C", "C", "C", "C", "H", "H", "H", "H", "H", "N", "C", "C", "C", "C", "C", "H", "H", "H", "H", "H", "N", "C", "C", "C", "C", "C", "H", "H", "H", "H", "H"],
  "positions_angstrom": [[0.66, 0.01, 5.58], [-0.19, 0.82, 4.38], [-0.39, -0.14, 3.03], [-1.30, -1.29, 3.36], [-0.97, 0.83, 1.82], [-2.38, 0.52, 1.27], [-3.53, 0.67, 2.25], [-3.45, 1.34, 3.43], [-5.03, -0.02, 1.97], [-5.64, -0.25, 3.34], [-5.97, 0.93, 1.29], [-4.94, -1.50, 1.26], [-4.84, -1.24, -0.22], [-3.79, -2.29, 1.78], [-6.32, -2.41, 1.53], [-6.29, -3.08, 2.88], [-7.56, -1.54, 1.44], [-6.53, -3.61, 0.43], [-5.59, -4.13, -0.37], [-7.89, -4.23, 0.36], [-2.40, 1.38, 0.02], [-3.41, 1.77, -0.82], [-3.22, 2.69, -2.05], [-2.80, 4.26, -1.70], [-3.34, 2.22, -3.45], [-0.98, 1.87, -0.33], [0.09, 1.32, 0.63], [0.86, 2.99, 1.47], [1.11, 0.21, -0.01], [2.51, 0.84, -0.60], [3.08, 0.13, -1.95], [1.91, 0.05, -2.90], [4.03, 1.08, -2.59], [3.63, -1.40, -1.79], [3.76, -1.93, -3.20], [2.61, -2.33, -1.16], [5.11, -1.58, -1.13], [6.18, -0.74, -1.80], [5.52, -3.00, -1.44], [5.24, -1.27, 0.47], [3.98, -1.34, 1.24], [5.69, 0.17, 0.57], [6.47, -2.15, 1.13], [7.73, -2.12, 0.29], [6.85, -1.39, 2.39], [6.07, -3.66, 1.62], [4.77, -4.16, 1.15], [6.22, -3.86, 3.11], [7.11, -4.58, 1.01], [-0.03, -0.74, 6.15], [0.99, 0.85, 6.34], [1.63, -0.46, 5.13], [0.50, 1.75, 4.11], [-1.20, 1.27, 4.77], [0.66, -0.60, 2.82], [-1.10, 1.86, 2.41], [-8.58, -3.53, 0.18], [-4.39, 1.44, -0.66], [-1.88, 4.35, -0.98], [-3.72, 4.75, -1.13], [-2.60, 4.92, -2.67], [-2.45, 1.89, -3.81], [-0.59, 1.47, -1.23], [0.48, -0.39, -0.83], [1.44, -0.62, 0.78], [3.27, 0.92, 0.29], [2.25, 1.97, -0.90], [8.18, -9.71, -0.30], [7.62, -8.90, 0.63], [7.20, -7.60, 0.38], [7.38, -7.09, -0.91], [7.96, -7.90, -1.88], [8.33, -9.19, -1.53], [7.50, -9.34, 1.62], [6.76, -7.00, 1.16], [7.07, -6.08, -1.14], [8.11, -7.54, -2.89], [8.79, -9.86, -2.26], [-4.66, 3.40, -6.68], [-5.64, 2.82, -5.95], [-6.62, 2.00, -6.49], [-6.60, 1.77, -7.86], [-5.61, 2.35, -8.64], [-4.67, 3.15, -8.01], [-5.61, 3.03, -4.89], [-7.38, 1.55, -5.85], [-7.35, 1.13, -8.32], [-5.57, 2.19, -9.71], [-3.88, 3.63, -8.57], [5.23, 1.11, 5.56], [6.01, 1.48, 6.60], [7.37, 1.70, 6.51], [7.98, 1.54, 5.27], [7.21, 1.15, 4.18], [5.85, 0.96, 4.37], [5.48, 1.60, 7.55], [7.94, 2.00, 7.38], [9.05, 1.70, 5.16], [7.66, 1.01, 3.20], [5.21, 0.66, 3.54], [-6.20, 5.19, -1.21], [-6.61, 6.48, -1.19], [-7.78, 6.93, -1.77], [-8.60, 6.00, -2.42], [-8.20, 4.67, -2.45], [-7.01, 4.32, -1.84], [-5.94, 7.17, -0.68], [-8.06, 7.98, -1.72], [-9.53, 6.32, -2.88], [-8.81, 3.92, -2.95], [-6.67, 3.29, -1.84]],
  "lowdin_charge": [-0.1102, -0.1850, -0.1556, -0.0835, -0.2067, 0.0959, -0.0675, 0.0809, -0.0914, 0.0356, 0.0199, -0.0943, 0.0111, 0.0547, -0.0776, 0.0326, 0.0131, -0.1631, 0.0637, 0.0321, -0.0557, 0.2379, -0.3568, -0.0327, 0.0385, 0.0527, -0.6125, 0.7877, -0.1307, -0.0875, -0.1874, -0.0168, 0.0326, -0.0782, 0.0269, 0.0319, -0.0744, 0.0481, 0.0362, -0.0925, 0.0404, 0.0162, -0.0573, 0.0543, 0.0202, -0.1153, 0.0582, 0.0454, 0.0224, 0.0882, 0.0891, 0.0835, 0.0928, 0.1166, 0.1431, 0.0941, 0.1317, 0.1562, 0.0729, 0.0718, 0.1053, 0.1402, 0.1517, 0.1471, 0.1243, 0.1273, 0.1312, 0.0549, -0.1469, -0.0853, -0.0864, -0.0764, -0.1496, 0.1022, 0.0860, 0.0916, 0.1008, 0.1026, 0.0532, -0.1621, -0.0791, -0.0768, -0.0729, -0.1492, 0.0820, 0.0984, 0.1076, 0.1044, 0.1028, 0.0466, -0.1497, -0.0704, -0.0696, -0.0831, -0.1659, 0.1024, 0.1049, 0.1092, 0.0967, 0.0840, 0.0388, -0.1392, -0.0614, -0.0631, -0.0689, -0.1597, 0.1061, 0.1086, 0.1123, 0.1049, 0.0907],
  "fmax_ev_per_a": 9.88,
  "homo_energy_ev": -10.774,
  "charge": 1,
  "total_energy_ev": -185761.338
}


Copy entry 1 word for word.
{
  "formula": "C22H32Ge2HgNO3S",
  "method": "ωB97M-V/def2-TZVPD",
  "species": ["Hg", "C", "C", "Ge", "C", "C", "C", "C", "Ge", "C", "C", "C", "C", "C", "C", "C", "C", "C", "C", "H", "H", "H", "H", "H", "H", "H", "H", "H", "H", "H", "H", "H", "H", "H", "H", "H", "H", "H", "H", "H", "H", "H", "H", "H", "H", "N", "C", "C", "C", "C", "C", "C", "S", "O", "O", "O", "H", "H", "H", "H", "H", "H"],
  "positions_angstrom": [[0.49, 2.14, -0.57], [1.08, -0.91, -4.91], [1.42, 0.24, -3.97], [-0.11, 0.97, -2.98], [-1.57, 1.71, -4.08], [-2.22, 0.70, -5.02], [-0.91, -0.59, -2.11], [-1.08, -1.02, -0.85], [-0.55, 0.05, 0.71], [0.90, -0.56, 1.87], [0.58, -1.76, 2.76], [-2.02, 1.02, 1.58], [-2.91, 0.22, 2.54], [-1.72, -2.33, -0.54], [-2.01, -2.68, 0.78], [-2.62, -3.88, 1.11], [-2.95, -4.78, 0.11], [-2.66, -4.46, -1.21], [-2.05, -3.26, -1.53], [1.99, -1.29, -5.38], [0.40, -0.61, -5.71], [0.61, -1.74, -4.38], [1.88, 1.07, -4.53], [2.15, -0.08, -3.23], [-1.15, 2.55, -4.65], [-2.31, 2.13, -3.40], [-1.53, 0.33, -5.78], [-3.05, 1.17, -5.55], [-2.62, -0.16, -4.48], [-1.28, -1.25, -2.89], [1.17, 0.30, 2.48], [1.76, -0.78, 1.23], [-0.32, -1.60, 3.36], [1.41, -1.89, 3.45], [0.45, -2.68, 2.18], [-2.62, 1.48, 0.79], [-1.52, 1.83, 2.13], [-3.45, -0.57, 2.02], [-3.64, 0.88, 3.00], [-2.32, -0.23, 3.34], [-1.75, -2.01, 1.59], [-2.83, -4.11, 2.15], [-3.43, -5.72, 0.36], [-2.90, -5.17, -2.00], [-1.83, -3.06, -2.57], [1.38, 4.31, 0.59], [2.09, 3.46, 1.51], [3.12, 2.67, 1.03], [3.75, 1.77, 1.88], [3.34, 1.65, 3.20], [2.31, 2.45, 3.67], [1.68, 3.36, 2.83], [4.01, 0.37, 4.26], [5.04, -0.25, 3.45], [4.47, 1.07, 5.44], [2.83, -0.47, 4.48], [0.78, 4.98, 1.05], [1.99, 4.78, -0.05], [3.44, 2.77, 0.00], [4.56, 1.13, 1.54], [1.99, 2.34, 4.70], [0.87, 3.98, 3.20]],
  "lowdin_charge": [0.8500, -0.1633, -0.3861, 0.8157, -0.3858, -0.1647, -0.2842, -0.3415, 0.8782, -0.3476, -0.1502, -0.3777, -0.1641, -0.2283, -0.0754, -0.0611, -0.0795, -0.0741, -0.0357, 0.0729, 0.0502, 0.0621, 0.0537, 0.0561, 0.0533, 0.0533, 0.0509, 0.0719, 0.0614, 0.0338, 0.0385, 0.0743, 0.0623, 0.0561, 0.0666, 0.0545, 0.0473, 0.0600, 0.0716, 0.0649, 0.0529, 0.1113, 0.1049, 0.1054, 0.0991, 0.0135, -0.4121, -0.0939, -0.0500, -0.2684, -0.0514, -0.0449, 0.4080, -0.3528, -0.3378, -0.3562, 0.0898, 0.0900, 0.1019, 0.1140, 0.1258, 0.1105],
  "spin_multiplicity": 2,
  "s2": 0.761,
  "fmax_ev_per_a": 0.68,
  "homo_energy_ev": [-7.812, -7.843],
  "total_energy_ev": -159004.993
}